Record 1
98
Properties=species:S:1:pos:R:3:forces:R:3:mulliken_charge:R:1 method="wB97M-V/def2-TZVPD" charge=0 homo_ev=-6.80 homo_lumo_gap_ev=6.883 lumo_ha=0.0032
H 4.05124 -1.57316 4.94066 0.04 0.10 -0.40 0.403
C -3.62117 0.78494 1.30630 0.37 0.09 0.76 1.071
C 0.30609 3.13433 2.38130 -0.13 0.29 -0.32 -1.761
H 1.43388 0.79921 4.87699 0.01 -0.23 -0.10 0.299
H 2.61790 1.91286 -3.28707 -0.04 0.06 -0.08 0.328
C -0.24628 -1.79227 1.74729 -0.33 -2.00 1.14 -0.342
H 0.08776 -4.09362 -0.11685 -0.03 0.30 -0.22 0.551
H 2.06423 -0.67068 5.63484 -0.08 0.08 -0.15 0.393
C 3.71743 0.94025 0.16774 0.10 0.25 -0.32 -1.061
C 3.98119 -1.08274 3.96419 0.26 0.16 -0.21 -0.948
H 5.91800 -1.75679 3.27128 -0.29 0.21 -0.07 0.389
C -0.27747 -3.67862 -1.06340 0.77 0.54 0.42 -0.212
H 1.67980 3.34423 -3.79612 0.13 -0.29 -0.13 0.353
C 1.94884 -2.72851 -2.07643 -1.19 0.35 0.92 -0.340
C -5.12613 0.11044 3.08278 -0.05 -0.01 -0.03 -0.871
H 0.21247 3.95444 -0.33118 0.11 -0.15 0.03 0.258
H -0.70125 -4.20270 -3.07713 0.32 -0.34 0.06 0.177
C -4.87723 0.35874 1.73013 -0.02 -0.08 0.27 -0.792
C -0.66526 -1.24279 -4.74593 -0.39 -0.04 0.58 0.027
H 2.21642 4.02281 3.59779 0.26 -0.17 0.00 0.508
C 1.45223 2.33956 2.57069 0.28 -0.86 -0.35 0.650
C -2.85584 0.73677 3.63889 0.10 0.07 -0.69 0.991
C 1.61447 2.27962 -3.52657 0.03 0.15 -0.15 -1.326
C -2.60191 0.97943 2.26628 -0.65 0.36 -0.38 -1.134
C -1.79234 0.97179 4.66547 0.16 -0.01 0.39 -0.772
C -4.11551 0.29820 4.02819 -0.18 0.08 -0.34 -0.923
H -2.13433 -2.00937 -6.15732 0.23 -0.02 0.03 0.315
H -2.82765 -3.89184 -2.99582 -0.18 0.15 -0.14 0.275
H 1.64560 -3.39229 -2.89404 0.38 0.68 0.14 0.355
H -0.56522 -1.53261 -6.83516 -0.13 -0.15 -0.07 0.449
O -1.09337 -1.88451 -3.52631 0.01 0.29 -0.16 0.342
H 0.42637 4.19690 2.60073 -0.04 -0.37 -0.12 0.117
H -3.24290 -3.21972 -4.60295 0.03 -0.03 0.28 0.262
H -4.28490 -2.88530 -3.20472 0.06 -0.20 -0.03 0.467
C 3.79259 0.23791 1.49244 -0.37 -0.16 0.53 1.867
H -2.52988 -1.57691 -2.09426 0.01 0.03 -0.40 -0.030
H -4.04919 0.59617 -0.78293 0.01 0.15 0.05 0.443
H 0.84946 -0.79495 4.35960 0.17 0.11 -0.11 0.121
C -1.05185 -2.02145 -5.98539 0.11 0.11 -0.19 -1.541
H 1.35954 -0.03818 -1.82425 -0.16 0.08 -0.03 -0.156
H -6.11292 -0.22278 3.40802 0.24 0.10 -0.13 0.376
H -4.29536 0.14421 5.09382 -0.08 -0.08 -0.31 0.410
N 1.59200 1.09921 2.12205 -0.29 0.36 0.03 0.335
H -0.70259 -3.05897 -5.93552 -0.08 0.17 0.02 0.282
C 2.84640 -0.32616 3.68364 0.08 -0.02 -0.55 1.155
N -1.33074 1.44254 1.85626 0.40 0.22 0.12 1.094
H -2.13455 0.58103 5.63059 0.10 0.09 -0.10 0.471
H 1.22564 1.72514 -4.38733 0.12 0.02 0.01 0.241
H 0.85896 -4.87774 -2.49357 -0.56 -0.17 0.26 0.473
H -0.65669 -5.58547 -1.93392 0.00 0.26 0.00 0.402
N -0.41588 -2.76669 2.38336 0.33 1.67 -1.25 -0.892
C -2.04822 3.79890 2.11887 -0.08 0.29 0.35 -1.810
C 5.02421 -1.17253 3.03649 -0.03 -0.08 -0.07 -0.881
H -2.64148 3.83313 1.19646 0.06 -0.19 0.21 0.230
H 3.45975 3.15534 2.67003 -0.10 -0.19 0.15 0.259
H 0.18556 -1.59834 -1.62117 0.09 -0.48 0.18 -0.102
H 2.25916 -1.74131 -2.43491 -0.14 -0.31 0.17 0.418
C 2.87544 -3.36596 -1.07518 0.35 -0.25 0.13 -1.339
H 2.91303 1.67819 0.12820 0.14 -0.20 0.10 -0.596
C 4.91931 -0.51913 1.80677 0.03 -0.16 0.32 -0.692
H 4.66088 1.46018 -0.04767 -0.17 -0.12 0.02 0.469
H 3.54867 0.23231 -0.65542 0.02 0.05 0.09 0.135
Si 0.44361 2.16451 -2.06499 0.05 -0.32 -0.42 0.537
H -1.76246 1.87871 -3.22421 0.01 0.09 0.08 0.147
C 1.01073 3.54975 -0.96057 0.07 0.37 0.30 -1.113
H 1.87030 3.34516 -0.31940 -0.13 -0.03 -0.01 0.203
C -0.99355 2.71583 2.07825 -0.10 -0.70 0.28 0.998
H -2.92258 -0.89312 -3.69917 0.14 -0.21 0.21 0.427
C 1.73710 -0.23794 4.68156 -0.15 0.03 0.50 -1.105
H -0.85128 0.46938 4.41577 -0.25 0.18 -0.13 -0.321
H 1.31817 4.35264 -1.64560 -0.08 -0.08 0.10 0.531
C 2.74610 0.33381 2.43713 0.47 0.34 0.09 -1.239
C -3.35862 1.13705 -0.12526 -0.08 -0.07 -0.45 -0.943
C -0.17883 -4.63934 -2.21727 -0.34 -0.01 -0.32 -1.421
C 0.38184 0.37281 -1.53396 0.10 0.32 0.13 -1.418
H 3.90533 -3.37621 -1.44860 -0.17 0.12 -0.13 0.461
Cd 0.09817 0.04014 0.61040 -0.11 0.69 1.05 3.870
C -1.21054 2.69827 -2.75078 -0.23 0.21 -0.08 -1.100
H -1.57486 2.04120 4.80107 0.02 -0.20 -0.11 0.261
H -0.99306 3.44520 -3.52620 -0.19 -0.04 0.11 0.385
C -3.24739 -3.02771 -3.52329 -0.28 0.02 -0.04 -1.413
H -2.33760 0.88589 -0.44251 -0.19 0.11 0.12 -0.255
C 2.57375 3.02966 3.30636 0.07 0.37 0.20 -1.643
C -2.48723 -1.76716 -3.18277 0.43 0.29 -0.15 -0.053
H -1.84759 3.16962 -1.99359 0.02 -0.13 -0.15 0.300
H 2.61389 -4.42120 -0.90655 -0.06 0.37 0.13 0.325
H 2.86104 2.50021 4.22286 0.04 -0.03 -0.28 0.262
H -3.49633 2.21534 -0.30631 0.08 -0.29 0.02 0.260
H -5.67002 0.26128 0.98530 0.13 -0.09 0.25 0.436
H 2.88856 -2.81929 -0.11914 -0.14 -0.18 -0.34 0.233
H -1.08798 -0.22162 -4.79311 0.19 -0.28 0.09 0.087
H -1.27166 -3.26178 -0.88103 0.26 -0.03 -0.17 0.365
H -2.72772 3.66640 2.97334 0.06 -0.04 -0.28 0.335
H 5.73010 -0.56457 1.07586 -0.13 -0.07 0.24 0.453
H -1.55152 4.76798 2.23572 -0.20 -0.14 -0.01 0.481
H -0.40744 -0.06035 -2.16675 0.15 0.06 -0.03 0.274
O 0.62613 -2.44150 -1.28332 0.72 -1.15 -0.99 0.484
H 0.42711 -1.15374 -4.65880 -0.29 -0.02 -0.01 0.272

***

Record 2
104
Properties=species:S:1:pos:R:3:forces:R:3:mulliken_charge:R:1 method="wB97M-V/def2-TZVPD" charge=+1 homo_ev=-10.42 homo_lumo_gap_ev=5.823 lumo_ha=-0.1688
H -2.33078 -2.69485 -2.67781 0.23 -1.11 0.90 0.300
H -0.31008 2.90993 -3.56686 -2.43 -0.56 0.17 0.305
C 1.27526 -1.67153 -0.03961 -0.97 1.33 -0.42 -1.521
C -0.57019 3.13000 2.84219 -2.17 -1.57 -2.00 0.896
O 1.21589 -4.00922 3.38033 2.14 -0.85 2.68 -0.284
H -2.63926 1.57277 -1.74477 2.47 0.26 -0.03 0.379
H 3.60430 -1.21340 2.26703 -1.21 -0.07 -0.28 -0.006
O 3.66547 3.39442 -1.60781 7.35 -2.67 4.53 -0.497
C -6.64263 5.39670 4.49361 0.14 -0.04 -0.05 -0.457
H 0.57604 0.72372 -2.29687 -2.23 -0.33 0.58 0.052
C -3.38938 -1.76855 -5.38274 0.00 -0.26 -0.18 -0.166
H -2.05403 3.65110 -3.36006 1.14 -1.92 0.28 0.392
H 0.07644 3.34763 5.06944 -1.35 -1.80 -1.42 0.327
C -2.01905 3.19067 0.45068 0.29 -0.13 0.46 -0.865
H 0.07229 2.50468 -0.26398 -1.88 0.58 -1.06 -0.736
H -1.52578 2.22969 4.79068 2.27 0.92 -0.83 0.306
C -0.92715 2.86146 -0.75888 -0.57 0.99 0.09 0.506
C 0.46286 4.34696 2.42708 -0.68 0.19 0.71 -1.003
H -5.52248 -1.83322 -5.08661 0.13 -0.04 -0.12 0.366
C -4.92735 -2.90954 -6.85584 0.20 0.06 0.06 -0.346
O 2.66255 -5.04223 5.15275 -6.58 3.94 -3.58 -0.513
N 2.38284 0.89884 2.98036 -0.38 -2.04 -2.20 -0.754
H 6.37506 -4.79921 -1.52473 -1.60 1.82 -0.64 0.346
C 5.61873 -3.93956 -1.82530 -0.24 -1.03 0.70 -1.067
C -5.55114 5.49272 5.35628 0.05 -0.08 -0.15 -0.399
H 6.10321 0.96611 -0.87942 -2.61 0.68 -0.21 0.383
H -0.12824 5.27279 1.96386 1.27 -2.13 0.83 0.293
H 3.20965 -3.30226 2.75883 -1.85 -1.40 -0.66 0.242
N 0.41614 -3.13634 -3.38201 -1.35 -1.06 0.68 -0.591
H -0.97094 -0.01485 -3.12094 1.07 0.95 1.87 0.076
H 4.58189 0.81029 -2.05344 0.79 1.35 1.82 0.302
H -0.95176 0.08734 0.09287 0.59 -1.68 -1.98 -0.069
H -3.05044 2.72809 0.14856 1.87 0.91 0.63 0.224
C -6.47921 4.85643 3.21838 0.15 -0.02 0.09 -0.418
H 2.03687 1.60516 2.28390 0.28 -0.70 1.04 0.097
H 5.08661 -4.27572 -2.81315 1.11 0.87 1.74 0.324
Cl 5.32562 -3.15631 0.86289 -0.93 -0.54 -1.15 -0.158
H -7.62134 5.74400 4.81513 0.16 -0.05 -0.06 0.354
H -0.74442 3.91201 -1.29532 -0.09 -2.42 1.14 0.450
C 1.79749 -3.94467 0.94510 -1.69 -1.16 0.44 -0.532
H -1.91059 1.98507 -4.23037 1.16 1.31 1.76 0.290
H -3.20573 -1.16827 -4.49558 -0.05 0.08 -0.07 0.483
H 2.02620 -4.93757 0.32374 -0.52 2.21 1.44 0.413
C 4.47907 -3.88941 -0.62066 -0.09 -0.99 -1.12 0.291
H 0.80179 -3.15016 6.58335 -0.41 -1.96 -1.28 0.275
N 2.27498 -2.76466 0.15668 -1.66 0.85 -0.72 1.138
O 5.74397 3.78414 -0.26241 -1.16 -2.41 -3.35 -0.437
H 1.40658 -1.40984 3.08868 0.54 -0.14 -1.25 0.069
C -2.55758 -2.94170 -7.32369 -0.09 0.01 0.06 -0.545
C -1.44921 2.64943 -3.36384 0.26 -0.30 0.07 -1.327
H 1.31156 4.00835 1.69228 -1.76 0.56 1.31 0.087
H -0.56274 -3.71211 5.41107 1.96 -0.64 0.99 0.255
C -4.69117 -2.14178 -5.71579 0.04 -0.04 -0.02 -0.644
H -7.32846 4.78793 2.54399 0.11 0.01 0.10 0.362
H 4.53379 -0.46770 0.39092 -1.40 2.20 -0.45 -0.137
H -2.20271 1.60918 2.27821 1.29 2.39 -0.72 0.253
H 0.16440 -4.99873 6.58983 1.03 1.97 -1.43 0.302
H 1.03043 -4.00422 -3.43949 -0.96 1.48 0.27 0.293
H 0.61215 -3.86005 1.01946 2.50 -0.44 0.02 0.239
H -1.30824 -1.87234 -5.93172 -0.06 0.03 -0.08 0.568
P 2.29047 -0.58694 2.28006 0.11 4.33 1.97 0.620
H -5.09847 3.97708 1.81712 -0.01 0.06 0.11 0.324
H -0.34571 -3.34494 -4.09470 1.04 0.65 1.05 0.269
H 3.44701 -2.07693 -1.55967 -0.93 -2.27 0.96 0.071
H -4.04304 -3.91329 -8.54518 0.03 0.10 0.14 0.372
C -5.22499 4.40264 2.80908 -0.06 0.10 0.23 -0.375
H -5.67818 5.91697 6.34881 0.01 -0.06 -0.15 0.363
H 2.88256 -5.14522 2.55422 -1.10 2.27 0.03 0.409
H -3.44472 5.12111 5.61597 -0.10 -0.01 -0.08 0.373
H 0.98485 4.74365 3.40830 -1.06 -0.87 -2.02 0.353
C -0.55618 0.48501 -2.12899 -1.49 -0.28 -0.51 0.107
H 4.24025 1.27792 1.13018 -0.85 -1.60 -1.78 0.427
C 0.43215 -4.05332 5.93676 -0.78 0.13 -1.53 -0.827
H 4.15398 -5.00518 -0.36112 0.97 2.47 -0.33 0.360
H -2.16910 4.37262 0.52237 0.40 -2.65 -0.01 0.286
C 4.77587 2.91668 -0.98470 -4.94 1.62 -3.25 0.356
C -1.59969 2.57091 1.90983 2.32 1.29 2.20 -0.537
H -5.94218 -3.19548 -7.11802 0.16 0.05 0.05 0.367
O -2.01228 -3.36671 -1.99937 2.63 2.64 -0.63 -0.494
H 6.55897 3.80392 -0.87516 -1.58 -0.09 1.39 0.356
C 3.10476 -3.09972 -1.04684 1.52 0.62 -0.83 -0.571
H -3.15730 4.14005 3.35467 -0.16 0.06 0.05 0.295
H 2.43553 -0.02328 -1.31914 0.05 1.20 2.24 0.291
H 2.52691 -3.79788 -1.82308 1.26 1.49 1.62 0.182
C 1.55006 -4.42441 4.75009 3.77 -2.29 3.02 0.530
C -0.88407 -0.55807 -0.90923 -1.11 2.46 0.61 -0.769
H 0.20087 1.55017 4.45602 -1.06 2.03 -0.41 0.194
H 6.25011 -2.95849 -1.92126 -1.60 -1.77 0.12 0.284
C 4.02966 0.59561 0.18778 1.60 0.25 -0.23 -0.135
C -0.44936 2.52741 4.38847 -0.06 0.07 -0.52 -1.053
C -3.85973 -3.31172 -7.65875 0.03 0.11 0.17 -0.417
H -2.00433 -0.93008 -1.08709 2.75 0.23 0.44 0.476
N 1.58100 -0.33350 0.66721 0.09 -4.23 -1.15 0.702
C -4.29581 5.04407 4.94507 -0.22 -0.01 -0.11 -0.496
C -2.32229 -2.16614 -6.18881 -0.17 -0.12 0.04 -0.378
C -4.13430 4.49524 3.67320 -0.09 0.06 0.04 0.087
C -1.49653 1.84399 -1.91053 0.46 0.58 -1.24 0.146
H 2.05383 1.59298 -0.41988 0.56 -2.25 0.61 -0.545
P -0.30466 -3.21830 -1.71363 -0.67 -3.50 -1.26 0.230
C 2.37441 -4.07583 2.47289 1.16 -1.33 -0.74 -0.495
C 2.45228 0.49866 -0.24552 1.74 1.04 -2.00 -0.016
N 0.10760 -1.72027 -0.79216 1.66 1.70 0.98 0.643
C 4.95721 1.25880 -1.03563 0.25 0.30 0.69 -0.490
H -1.72547 -3.25734 -7.94806 -0.14 0.07 0.08 0.363